Entry 1:
{"formula": "C4H11N3O2", "method": "ωB97M-V/def2-TZVPD", "symbols": ["C", "C", "O", "O", "H", "H", "H", "C", "C", "N", "N", "N", "H", "H", "H", "H", "H", "H", "H", "H"], "coordinates": [[0.520, -2.337, 3.540], [-0.054, -1.720, 2.304], [-1.319, -1.299, 2.507], [0.556, -1.462, 1.301], [1.605, -2.238, 3.607], [0.375, -3.418, 3.504], [0.172, -1.948, 4.494], [0.320, 2.946, -2.510], [0.198, 0.682, -1.761], [0.775, -0.528, -1.424], [0.860, 1.720, -2.000], [-1.215, 0.703, -1.618], [0.144, -1.305, -1.347], [1.464, -0.498, -0.687], [-1.593, -0.734, 1.762], [-1.660, 1.598, -1.795], [-1.766, -0.055, -1.989], [1.128, 3.549, -2.902], [-0.110, 3.517, -1.670], [-0.400, 2.828, -3.316]], "forces_ev_per_a": [[0.84, -0.84, 0.48], [0.33, 1.41, 0.56], [-0.29, -0.04, -0.07], [-0.08, -0.50, -0.05], [-0.03, 0.24, -0.61], [-0.32, -0.04, 0.13], [-0.63, 0.02, -0.31], [-0.09, 0.07, 1.11], [-1.51, 0.48, 0.69], [0.32, -0.17, -0.54], [1.53, -0.28, -0.59], [-0.21, 0.14, -0.27], [-0.04, 0.14, 0.43], [-0.05, 0.01, -0.22], [0.21, -0.31, 0.00], [0.31, -0.27, -0.20], [0.15, -0.16, 0.01], [0.21, 0.11, -0.08], [-0.23, 0.14, -0.36], [-0.39, -0.14, -0.08]], "e_tot_ev": -12891.809, "total_charge": 0}

=====

Entry 2:
{"formula": "C4H11N3O5", "method": "ωB97M-V/def2-TZVPD", "symbols": ["C", "C", "C", "C", "N", "N", "N", "O", "O", "O", "O", "O", "H", "H", "H", "H", "H", "H", "H", "H", "H", "H", "H"], "coordinates": [[-2.605, 1.179, -0.921], [0.673, 0.189, 2.320], [-1.144, 1.285, -0.529], [0.896, 0.113, -0.081], [2.095, -1.568, -1.160], [1.252, -1.288, -0.114], [-0.024, -2.290, 0.009], [-0.647, -2.166, 1.005], [0.034, -3.222, -0.725], [1.589, 0.944, -0.971], [1.337, 0.681, 1.125], [-0.429, 0.058, -0.376], [-3.178, 2.093, -0.608], [-2.564, 0.908, -1.930], [-3.091, 0.442, -0.298], [-0.497, 0.079, 2.254], [0.785, 0.905, 2.995], [1.191, -0.634, 2.577], [-1.046, 1.894, 0.531], [-0.607, 1.983, -1.150], [1.724, -2.385, -1.614], [2.104, -0.768, -1.754], [2.152, 1.570, -0.584]], "forces_ev_per_a": [[0.54, 0.25, 2.33], [-3.43, 0.26, -3.83], [0.76, 2.94, 4.10], [0.83, 1.78, 0.93], [0.42, -0.92, -0.06], [-0.25, -1.20, 1.61], [2.41, 1.14, -0.05], [-0.74, 0.21, 0.54], [-0.13, -0.63, -1.11], [-1.74, -2.28, -2.59], [-2.06, -0.13, 0.60], [-1.62, 1.18, -0.58], [0.87, -0.44, -1.05], [-1.00, -0.20, -1.64], [-0.04, -0.71, -0.15], [2.40, -0.24, -0.43], [0.86, 3.20, 3.01], [1.08, -3.25, 1.16], [-0.43, -1.59, -2.11], [0.23, -0.19, -0.77], [0.11, -0.53, -0.38], [-0.09, 0.38, -1.07], [1.04, 0.95, 1.54]], "e_tot_ev": -19027.395, "total_charge": 0}

=====

Entry 3:
{"formula": "C4H11N3S", "method": "ωB97M-V/def2-TZVPD", "symbols": ["C", "C", "C", "C", "H", "H", "H", "H", "H", "H", "H", "H", "H", "H", "H", "N", "N", "N", "S"], "coordinates": [[-1.005, 1.915, 1.382], [-0.867, -0.238, 0.872], [-0.153, -1.429, 0.444], [1.353, -0.608, -1.075], [-0.520, 2.764, 1.875], [-1.390, 2.039, 0.330], [-1.942, 1.816, 2.113], [0.457, 0.593, 2.014], [-1.620, 0.077, 0.083], [-1.475, -0.402, 1.874], [0.668, -1.833, 1.210], [-0.715, -2.347, 0.531], [1.950, -0.147, -0.329], [2.517, 0.220, -2.554], [-0.177, -0.367, -3.093], [-0.055, 0.861, 1.186], [0.283, -1.371, -0.955], [1.821, -0.534, -2.295], [0.870, -1.007, -3.612]], "forces_ev_per_a": [[-1.13, 1.68, 0.73], [-3.27, -0.76, 1.66], [2.04, -3.46, 0.52], [-3.10, -3.13, 0.46], [0.07, 0.36, -0.91], [0.08, 0.95, 1.34], [1.61, -0.87, -1.39], [0.18, 0.41, 0.29], [0.82, -0.56, 0.77], [0.46, -0.51, -1.95], [-0.81, 1.64, -1.32], [-1.13, 0.03, -0.18], [0.21, 0.40, 0.94], [-1.24, -1.36, 0.79], [-0.68, -0.05, -0.33], [0.41, 0.66, 0.27], [1.95, 2.20, 2.05], [3.43, 2.40, -3.43], [0.12, -0.04, -0.31]], "e_tot_ev": -19629.207, "total_charge": 0}

=====

Entry 4:
{"formula": "C4H11N3S", "method": "ωB97M-V/def2-TZVPD", "symbols": ["C", "C", "C", "C", "H", "H", "H", "H", "H", "H", "H", "H", "H", "H", "H", "N", "N", "N", "S"], "coordinates": [[2.638, 1.332, -0.105], [2.414, -0.129, -0.131], [2.261, -0.571, 1.240], [-0.920, -0.988, -0.290], [3.764, 1.470, 0.304], [1.866, 1.712, 0.879], [2.649, 2.055, -0.979], [3.369, -0.721, -0.518], [1.199, -0.206, 1.593], [2.338, -1.670, 1.027], [3.145, -0.125, 1.683], [1.489, -0.124, -1.804], [-0.651, -2.071, -0.457], [-2.883, -1.614, -0.197], [-1.555, 1.501, -0.871], [1.265, -0.610, -0.960], [-0.089, 0.023, -0.522], [-2.131, -0.871, 0.272], [-2.900, 0.758, 0.220]], "forces_ev_per_a": [[1.29, 3.42, 3.27], [0.55, -0.91, -2.73], [-1.62, -1.32, 0.46], [3.13, 0.35, -0.62], [-2.51, -0.13, -0.58], [2.29, -0.41, -3.26], [-0.70, -1.29, 0.73], [-1.92, 1.30, 0.09], [2.33, -0.86, -0.07], [-0.33, 0.55, 1.66], [-0.32, -0.46, 1.25], [-0.56, 0.12, -1.10], [0.14, 1.29, 0.02], [2.75, 2.42, 1.70], [-2.50, -1.94, 2.20], [-0.88, 0.73, 0.62], [0.26, -2.88, 0.08], [-4.52, -0.43, -1.96], [3.13, 0.45, -1.75]], "e_tot_ev": -19626.117, "total_charge": 0}

=====

Entry 5:
{"formula": "C4H11N4O", "method": "ωB97M-V/def2-TZVPD", "symbols": ["C", "C", "C", "C", "N", "N", "N", "N", "O", "H", "H", "H", "H", "H", "H", "H", "H", "H", "H", "H"], "coordinates": [[2.159, -0.233, -0.051], [-0.676, -1.285, -0.134], [-0.334, 0.184, 0.057], [-2.607, 0.959, -0.198], [3.273, 0.456, 0.167], [2.009, -1.450, -0.381], [-1.274, 1.113, 0.168], [0.924, 0.573, 0.170], [-1.895, -1.826, 0.361], [-0.773, -1.650, -1.205], [0.162, -1.826, 0.502], [-3.229, 1.166, 0.656], [-2.824, 1.884, -0.912], [-2.802, -0.068, -0.597], [4.148, 0.199, -0.219], [3.213, 1.521, 0.154], [2.920, -1.890, -0.605], [-2.285, -1.390, 1.185], [-1.111, 1.974, 0.573], [1.002, 1.592, 0.308]], "forces_ev_per_a": [[-2.06, -1.26, -0.42], [0.71, -2.35, 1.20], [-1.10, -0.18, -0.38], [-2.61, 1.22, -2.23], [0.23, 4.44, 0.58], [1.00, 0.52, -0.39], [1.83, -2.63, 0.00], [1.50, 0.44, 0.12], [-1.50, 1.74, 1.59], [1.24, 0.80, 1.13], [-1.45, 1.02, -1.96], [-0.51, -0.25, 0.39], [0.06, -2.38, 0.89], [-0.07, 1.35, 0.02], [0.59, -0.89, -0.34], [0.03, -2.12, 0.20], [-0.70, 0.25, 0.37], [1.18, -0.87, -1.50], [1.12, 2.06, 0.85], [0.50, -0.90, -0.13]], "e_tot_ev": -12326.617, "total_charge": 1}

=====

Entry 6:
{"formula": "C4H11N4S", "method": "ωB97M-V/def2-TZVPD", "symbols": ["C", "C", "C", "C", "N", "N", "N", "N", "S", "H", "H", "H", "H", "H", "H", "H", "H", "H", "H", "H"], "coordinates": [[0.853, -1.887, -0.638], [0.123, 0.118, -0.023], [0.110, 0.897, -1.275], [-0.312, 0.839, 1.173], [-0.533, -1.928, -1.023], [1.166, -0.760, 0.076], [1.845, -0.900, 1.259], [-1.271, -1.005, -0.266], [1.861, -3.081, -1.048], [1.141, 1.527, -1.329], [-0.547, 1.779, -1.274], [-0.034, 0.325, -2.171], [-0.477, 0.126, 1.873], [-1.234, 1.378, 0.946], [0.450, 1.518, 1.403], [-0.805, -2.913, -1.220], [2.538, -0.176, 1.317], [2.257, -1.797, 1.389], [-1.727, -1.246, 0.624], [-2.025, -0.668, -0.896]], "forces_ev_per_a": [[0.18, -1.68, -1.37], [-2.28, 1.14, -0.09], [2.26, 3.25, -0.72], [-0.64, 1.28, -2.02], [1.85, -1.04, 0.55], [-0.80, -1.16, -1.37], [-0.10, 1.14, 1.69], [-0.65, 0.57, -1.18], [-0.09, 0.00, 0.25], [-1.95, -1.98, 0.00], [-0.49, -0.75, 0.21], [0.27, -0.26, -0.48], [-0.25, -1.64, 2.87], [0.16, 0.07, 0.08], [0.99, 1.14, 0.95], [-0.38, 1.10, 0.49], [0.52, -0.01, -0.01], [0.17, -0.79, -0.32], [0.52, -0.73, -0.12], [0.68, 0.35, 0.59]], "e_tot_ev": -21112.397, "total_charge": 1}

=====

The following relative energy (zero: lowest compared OMol25 entry of this formula, charge and spin) values (in kcal per mole) correspond, in order, to the records above: 23.5 49.6 68.1 139.4 31.3 62.8.
The following strongest force on any atom values (in eV/A) correspond, in order, to the records above: 1.72 5.15 5.41 4.95 4.49 4.02.